(1)
DFT (ωB97M-V/def2-TZVPD) results for an isolated molecule of C12H25N5O3.

Geometry as ORCA input:
```
! wB97M-V def2-TZVPD RIJCOSX def2/J DEFGRID3
* xyz 0 1
C 1.79324 -2.45833 -0.54251
C 0.52897 -2.38892 0.39712
C 2.84817 -1.57123 0.20896
C 2.50850 -0.08960 0.32710
C 2.23386 0.19606 1.83602
C 1.58255 2.67962 1.87775
C -0.86106 -0.64619 -0.83751
C -1.01867 0.63172 0.01165
C -2.14216 -0.93077 -1.62517
C -2.96315 0.30655 -2.14927
C -3.74378 -0.11250 -3.44855
C -3.82118 0.84849 -0.99807
H 0.56289 -2.33921 -2.25283
H 2.11045 -2.30589 -2.75093
H 2.18346 -3.43171 -0.51587
H 3.82482 -1.73652 -0.28536
H 2.77039 -2.11702 1.11773
H 3.29311 0.59523 -0.00685
H 1.48762 0.03739 -0.27185
H 1.61194 -0.67584 2.20296
H 3.06993 0.20585 2.44170
H 0.37379 1.13229 2.29572
H 2.67858 4.10843 1.41180
H 0.55828 4.33672 1.69532
H -0.18136 3.15628 2.63194
H -1.15723 -1.93882 0.88156
H -0.03063 -0.29797 -1.46512
H -1.88123 -1.56030 -2.49170
H -2.82609 -1.56828 -0.94365
H -2.27211 1.12928 -2.40667
H -3.18322 -0.04822 -4.39206
H -4.07529 -1.18103 -3.21952
H -4.59219 0.51109 -3.63957
H -4.44723 1.71998 -1.35991
H -4.50421 0.08266 -0.64698
H -3.23486 1.13202 -0.18171
H 0.12289 2.57685 -0.05176
N 1.45935 -2.04605 -1.91862
N 1.32095 1.31825 2.12568
N 2.73813 3.06685 1.45617
N 0.40593 3.38193 1.90369
N -0.57744 -1.67786 0.10694
O 0.49331 -3.17669 1.39161
O -1.58340 0.55485 1.09289
O -0.33024 1.54503 -0.46682
*
```

ΔE to the lowest compared entry with this formula, charge and spin in kcal per mole: 85.5

(2)
DFT (ωB97M-V/def2-TZVPD) results for C12H25N5O6Zn as an isolated structure.

Geometry as ORCA input:
```
! wB97M-V def2-TZVPD RIJCOSX def2/J DEFGRID3
* xyz 0 1
O -2.97684 -2.19372 -0.60767
H -2.78775 -2.50410 0.32027
Zn -0.66882 -1.69051 -0.32026
N 0.16507 -0.00521 1.45574
N -2.23197 -0.10239 0.56124
N 1.03833 -0.56517 -1.29156
N -1.28323 -0.68788 -2.13304
O 1.29582 0.59191 1.58152
O 2.12993 -0.01751 -0.75168
O -2.55601 -0.52081 -2.43840
O -3.29333 0.13518 -0.06121
C -2.11431 0.36099 1.84207
C -0.78663 0.44194 2.32471
C 0.95835 -0.48747 -2.61979
C -0.39891 -0.59902 -3.11770
C -0.52567 1.06446 3.64706
H -0.87253 2.10242 3.67286
H 0.53596 1.04546 3.86820
H -1.05800 0.53584 4.44913
C -3.28385 0.89504 2.60477
H -4.20320 0.81237 2.01248
H -3.14225 1.95098 2.88706
H -3.41925 0.33763 3.54433
C 2.09456 -0.13068 -3.51660
C -0.76749 -0.54188 -4.56342
H 2.95082 0.14008 -2.89430
H 1.84154 0.70726 -4.17995
H 2.36830 -0.98180 -4.15517
H -1.85758 -0.61055 -4.67108
H -0.28902 -1.37586 -5.09746
H -0.40391 0.39560 -5.00212
H 1.80192 0.24532 0.18815
H -2.96608 -0.37452 -1.48846
C 0.48422 -2.97806 0.42194
H 0.25367 -3.15556 1.49039
H 1.44987 -3.26431 0.04028
H -0.35893 -3.46853 -0.16832
O 2.78017 -1.12196 3.31307
H 3.46137 -1.71317 2.96427
H 2.42129 -0.60626 2.54590
C 0.52176 5.23569 0.36485
C -0.24388 4.52544 -0.75098
C -0.36767 3.07929 -0.57301
N -0.46470 1.92510 -0.48000
H 0.03585 5.07136 1.32996
H 0.55741 6.31320 0.18405
H 1.54934 4.86626 0.41990
H -1.25415 4.93436 -0.84193
H 0.26138 4.67767 -1.70824
*
```

ΔE to the lowest compared entry with this formula, charge and spin in kcal per mole: 105.6

(3)
DFT (ωB97M-V/def2-TZVPD) results for C12H25NO6Pd as an isolated structure.

Geometry as ORCA input:
```
! wB97M-V def2-TZVPD RIJCOSX def2/J DEFGRID3
* xyz 4 5
Pd -0.03451 0.25869 -0.07809
C -2.14934 2.16336 0.95773
C -1.11588 3.22278 0.62242
O -0.03899 2.59239 -0.19449
C 0.55747 3.30249 -1.16996
C 0.06788 2.52757 -2.79575
O 0.24097 1.23062 -2.61261
C 1.40672 0.51961 -3.17469
C 2.50460 0.38180 -2.13935
O 1.93045 -0.05486 -0.88491
C 2.86273 -0.40497 0.19445
C 2.45882 0.32651 1.45465
O 1.04834 0.03792 1.71609
C 0.41656 0.84104 2.76431
C -1.07829 0.63144 2.65170
O -1.55159 0.88639 1.28525
H -2.81138 1.96313 0.11605
H -2.76089 2.50627 1.79438
H -0.61061 3.63841 1.49326
H -1.56661 4.03208 0.04620
H 1.62190 3.09552 -1.26126
H 0.24337 4.34056 -1.27829
H 0.71355 3.03719 -3.51281
H -0.98057 2.82886 -2.75270
H 1.76745 1.04840 -4.05711
H 0.99640 -0.44382 -3.46997
H 3.05070 1.31365 -1.97496
H 3.20827 -0.37087 -2.50240
H 3.87383 -0.10655 -0.08487
H 2.83236 -1.48723 0.31348
H 2.57806 1.40899 1.36223
H 3.04578 -0.02965 2.30398
H 0.72117 1.88155 2.63208
H 0.77485 0.48571 3.73286
H -1.61367 1.27505 3.35029
H -1.34726 -0.40363 2.85507
C -1.65861 -5.78560 1.03931
C -2.34095 -4.88205 0.03892
N -3.35341 -5.25322 -0.67575
O -1.82885 -3.70900 -0.02069
H -1.67473 -6.80024 0.63505
H -2.23089 -5.73032 1.96866
H -0.63044 -5.48192 1.22007
H -3.71582 -6.19771 -0.58304
H -3.82897 -4.63633 -1.32477
*
```

ΔE to the lowest compared entry with this formula, charge and spin in kcal per mole: 38.9

(4)
DFT (ωB97M-V/def2-TZVPD) results for C12H25NS4Ti as an isolated structure.

Geometry as ORCA input:
```
! wB97M-V def2-TZVPD RIJCOSX def2/J DEFGRID3
* xyz 1 2
Ti -0.41196 0.01495 -0.24485
S -0.70788 -2.42445 -0.72544
S -0.74811 2.47340 -0.61537
C 0.53534 -3.34842 0.28888
C 0.20842 -2.38323 -2.33880
C 1.05118 -1.14569 -2.60488
N 0.26529 0.04954 -2.25004
C 0.92321 1.31244 -2.62875
C -0.00733 2.47226 -2.31380
H -0.55841 -2.48639 -3.11788
H 0.80602 -3.30157 -2.34975
H 1.26801 -1.03021 -3.67507
H 2.00955 -1.17040 -2.06531
H 1.09825 1.22144 -3.70936
H 1.89846 1.42036 -2.13216
H -0.84455 2.49097 -3.02342
H 0.50414 3.43765 -2.38975
C 0.61014 3.35354 0.28687
H -0.62178 0.00106 -2.78140
H 1.59114 2.87898 0.14289
H 0.36039 3.35521 1.35630
H 0.61808 4.38899 -0.08980
H 0.21492 -3.32115 1.33865
H 1.54416 -2.92131 0.20395
H 0.52000 -4.38882 -0.07365
C -3.34890 -0.04434 -0.35376
C -2.96435 -0.05913 -1.65737
H -3.61997 0.88765 0.15288
H -3.62764 -0.96032 0.17797
H -2.98871 0.85839 -2.25131
H -2.93745 -0.99723 -2.21857
C -0.70391 -0.07548 4.33495
C -0.23595 -0.04120 2.89225
S -1.51564 -0.01527 1.73289
C 1.10112 -0.03244 2.54773
C 2.19801 -0.04968 3.58919
S 1.58672 -0.00427 0.86196
H -1.79430 -0.07957 4.35895
H -0.36872 0.79931 4.90214
H -0.36325 -0.97296 4.86207
H 2.84362 -0.91883 3.47487
H 2.83583 0.82960 3.51346
H 1.77680 -0.07337 4.59163
*
```

Number 1: E -971.6764 a.u., strongest force on any atom 8.83 eV/Å. Number 2: E -2976.3822 a.u., strongest force on any atom 4.07 eV/Å. Number 3: E -1104.4641 a.u., strongest force on any atom 0.72 eV/Å. Number 4: E -2969.0187 a.u., strongest force on any atom 2.41 eV/Å.